{"formula": "C43H46AsN4O2PSTi", "method": "ωB97M-V/def2-TZVPD", "de_lowest_kj_mol": 158.0, "e_lumo_ev": [-0.3, -0.3], "spin_multiplicity": 3, "homo_ev": [-4.1, -7.0], "elements": ["Ti", "O", "C", "C", "C", "C", "C", "C", "C", "N", "N", "C", "O", "C", "C", "C", "C", "C", "C", "H", "H", "H", "H", "H", "H", "H", "H", "H", "H", "N", "C", "C", "C", "C", "C", "C", "P", "C", "C", "C", "C", "C", "C", "C", "C", "C", "C", "C", "C", "H", "H", "H", "H", "H", "H", "H", "H", "H", "H", "H", "H", "H", "H", "H", "H", "C", "C", "As", "C", "C", "C", "C", "H", "H", "H", "H", "H", "H", "H", "H", "H", "H", "H", "H", "H", "H", "H", "S", "C", "N", "C", "C", "C", "C", "H", "H", "H", "H", "H"], "coordinates": [[-0.0553, 0.0103, -0.0697], [0.6123, 1.5047, 0.7899], [1.6655, 2.2586, 0.4074], [2.4341, 2.8950, 1.3709], [3.5513, 3.6614, 1.0314], [3.8912, 3.8182, -0.3083], [3.1191, 3.2217, -1.2893], [1.9926, 2.4259, -0.9781], [1.1634, 1.9042, -2.0127], [0.1593, 1.0485, -1.7155], [-0.8238, 0.7922, -2.6445], [-1.8567, 0.2759, -2.0368], [-1.8288, 0.0590, -0.7157], [-3.1048, 0.0193, -2.7624], [-3.1645, 0.0606, -4.1595], [-4.3612, -0.1693, -4.8166], [-5.5231, -0.4449, -4.0982], [-5.4720, -0.4800, -2.7125], [-4.2715, -0.2525, -2.0485], [2.1328, 2.7884, 2.4079], [4.1440, 4.1274, 1.8091], [4.7512, 4.4169, -0.5852], [3.3633, 3.3646, -2.3368], [1.2748, 2.2573, -3.0323], [-2.2586, 0.2809, -4.7103], [-4.3944, -0.1246, -5.8991], [-6.4555, -0.6303, -4.6167], [-6.3742, -0.6734, -2.1422], [-4.2255, -0.2723, -0.9662], [2.1051, -0.8171, 0.5153], [2.4311, -2.1963, 0.3000], [3.1100, -2.9264, 1.2646], [3.3726, -4.2704, 1.0525], [2.9619, -4.8819, -0.1241], [2.2657, -4.1509, -1.0780], [1.9888, -2.8052, -0.8779], [0.9032, -1.7486, -1.9120], [2.1168, -0.9940, -3.0567], [3.4345, -0.7607, -2.6809], [4.2838, -0.0226, -3.4966], [3.8242, 0.4794, -4.7037], [2.5156, 0.2297, -5.0999], [1.6651, -0.4948, -4.2797], [0.0038, -2.9016, -3.0010], [0.6047, -3.6031, -4.0450], [-0.1518, -4.4501, -4.8430], [-1.5159, -4.5943, -4.6120], [-2.1225, -3.8925, -3.5808], [-1.3634, -3.0509, -2.7774], [2.6352, -0.1870, -0.0864], [2.2670, -0.5422, 1.4761], [3.4250, -2.4452, 2.1853], [3.8972, -4.8422, 1.8081], [3.1702, -5.9306, -0.2921], [1.9150, -4.6417, -1.9776], [3.8234, -1.1760, -1.7579], [5.3038, 0.1596, -3.1828], [4.4846, 1.0611, -5.3358], [2.1523, 0.6131, -6.0458], [0.6361, -0.6559, -4.5759], [1.6626, -3.4737, -4.2433], [0.3219, -4.9948, -5.6507], [-2.1054, -5.2449, -5.2465], [-3.1889, -3.9883, -3.4115], [-1.8328, -2.4789, -1.9844], [-2.4673, 1.3382, 4.4383], [-0.9464, 1.4018, 4.5590], [-0.0463, 0.0462, 3.4544], [-0.6262, -1.5558, 4.4642], [-0.7800, -1.5011, 5.9823], [1.7920, 0.3923, 4.1303], [2.4157, -0.6188, 5.0936], [-2.9484, 2.0641, 5.0965], [-2.8522, 0.3484, 4.7011], [-2.7838, 1.5605, 3.4158], [-0.6243, 1.2919, 5.5947], [-0.5832, 2.3659, 4.2008], [0.0373, -2.3663, 4.1590], [-1.5921, -1.7974, 4.0123], [0.1716, -1.3562, 6.4883], [-1.2058, -2.4372, 6.3535], [-1.4474, -0.6956, 6.2929], [1.7614, 1.3845, 4.5813], [2.4302, 0.4933, 3.2508], [2.0446, -0.4870, 6.1078], [3.4995, -0.4911, 5.1278], [2.2142, -1.6500, 4.7970], [-0.6951, -2.3500, 0.8312], [-2.3771, -2.2490, 1.0459], [-3.1111, -3.3474, 0.7542], [-4.4558, -3.4135, 0.7948], [-5.1740, -2.3386, 1.2091], [-4.4705, -1.1742, 1.5774], [-3.1154, -1.1247, 1.4881], [-2.5734, -4.1475, 0.4406], [-4.9004, -4.3454, 0.4750], [-6.2527, -2.3812, 1.2382], [-5.0152, -0.2993, 1.9123], [-2.5737, -0.2247, 1.7265]]}



{"formula": "C3H11NO", "method": "ωB97M-V/def2-TZVPD", "de_lowest_kj_mol": 120.3, "e_lumo_ev": [3.0, 3.0], "charge": -1, "spin_multiplicity": 2, "homo_ev": [1.4, -6.5], "elements": ["C", "C", "C", "N", "H", "H", "H", "H", "H", "H", "H", "H", "H", "H", "H", "O"], "coordinates": [[1.7396, 0.2365, -1.4114], [0.2553, -0.1180, -1.2617], [0.1673, -1.0861, 0.0212], [2.0263, 1.0410, -2.6013], [2.1051, -0.7485, -1.7611], [2.3233, 0.4875, -0.4894], [0.2455, -0.7519, -2.1836], [-0.4392, 0.6127, -1.3202], [1.1829, -1.3034, 0.3743], [-0.4553, -1.9535, -0.3145], [-0.2746, -0.5217, 0.8384], [2.0787, 2.0626, -2.4031], [2.9227, 0.9672, -3.0821], [-4.2808, -0.1934, 4.7446], [-5.2428, 0.7994, 5.3077], [-4.3539, 0.4696, 5.5422]]}



{"formula": "C22H36BiN", "method": "ωB97M-V/def2-TZVPD", "de_lowest_kj_mol": 0.0, "e_lumo_ev": [-8.0, -7.9], "charge": 2, "spin_multiplicity": 1, "homo_ev": [-12.4, -12.4], "elements": ["C", "H", "H", "H", "C", "H", "H", "C", "H", "H", "H", "C", "C", "C", "C", "C", "C", "C", "C", "C", "C", "Bi", "H", "H", "H", "H", "H", "H", "H", "H", "H", "H", "H", "H", "H", "H", "H", "C", "N", "C", "C", "C", "C", "C", "C", "C", "C", "H", "H", "H", "H", "H", "H", "H", "H", "H", "H", "H", "H", "H"], "coordinates": [[1.4516, 2.5949, -2.0737], [2.3229, 3.2467, -1.8575], [1.6435, 2.0483, -3.0155], [2.9230, 0.6376, 0.8265], [0.1762, 3.4147, -2.0304], [-0.6961, 2.7983, -2.2596], [0.0443, 3.8593, -1.0379], [0.2930, 4.4997, -3.0865], [-0.6165, 5.0833, -3.2129], [1.1015, 5.1668, -2.7845], [0.5684, 4.0643, -4.0479], [-0.9046, -2.3773, -0.9045], [-1.5381, -1.5320, -1.8560], [-0.5792, -1.2012, -2.8535], [0.6475, -1.8288, -2.5096], [0.4467, -2.5655, -1.3080], [1.4692, -3.3347, -0.5740], [1.9019, -1.7453, -3.2836], [-0.8000, -0.3666, -4.0510], [-2.9639, -1.1591, -1.8450], [-1.5307, -2.9115, 0.3182], [1.6480, 1.2359, -0.2591], [2.7639, -2.0230, -2.6653], [1.8913, -2.4073, -4.1677], [2.0710, -0.7212, -3.6454], [2.4739, -3.0055, -0.8671], [1.3642, -3.1928, 0.5107], [1.3924, -4.4158, -0.7690], [-2.2090, -2.1648, 0.7554], [-2.1196, -3.8283, 0.1458], [-0.7708, -3.1511, 1.0727], [-3.1277, -0.2880, -2.4888], [-3.6245, -1.9733, -2.1904], [-3.2771, -0.8807, -0.8316], [0.0592, 0.3025, -4.2187], [-0.9312, -0.9681, -4.9685], [-1.6997, 0.2512, -3.9374], [0.6635, -1.5911, 3.4658], [0.9567, -0.3000, 4.1622], [2.2174, -0.3136, 4.9594], [1.0570, 0.8479, 3.1403], [-0.2510, 1.1296, 2.4985], [-1.3150, 1.4075, 3.3636], [-2.5826, 1.6089, 2.8003], [-2.7338, 1.5555, 1.4021], [-1.6391, 1.3504, 0.5409], [-0.3769, 1.2203, 1.1052], [1.4835, -1.7817, 2.7529], [-0.2963, -1.5057, 2.9516], [0.5989, -2.4046, 4.1973], [0.1556, -0.0895, 4.7982], [3.0481, -0.5317, 4.2744], [2.3238, 0.6812, 5.3916], [2.1591, -1.0544, 5.7650], [1.4792, 1.7279, 3.6615], [1.7907, 0.4847, 2.4199], [-1.1000, 1.5439, 4.4365], [-3.4103, 1.8622, 3.4627], [-3.7269, 1.6795, 0.9708], [-1.7664, 1.3115, -0.5495]]}